Record 1
This record from the OMol25 dataset describes an isolated molecule of C6H16P2. The level of theory is the ωB97M-V functional and the def2-TZVPD basis.

Results
E_tot: -920.82009 hartree
Orbital gap: 9.46 eV
SMILES: CPC[C@H](C)P(C)C
ΔE to the lowest compared entry with this formula, charge and spin: 49.83 kcal per mole
LUMO level: 1.057 eV

Atoms and positions in Å:
1 C -3.80 0.94 0.54
2 P -2.61 -0.30 -0.19
3 C -0.99 0.22 0.50
4 C 0.22 -0.53 -0.21
5 C 0.23 -2.05 0.02
6 P 1.68 0.32 0.59
7 C 1.77 1.78 -0.46
8 C 3.12 -0.69 0.02
9 H -3.80 0.63 1.53
10 H -4.68 0.55 -0.02
11 H -3.34 1.85 0.09
12 H -2.37 0.11 -1.52
13 H -0.96 -0.11 1.52
14 H -0.91 1.21 0.63
15 H -0.03 -0.39 -1.20
16 H -0.19 -2.23 0.97
17 H -0.25 -2.69 -0.78
18 H 1.31 -2.42 0.03
19 H 0.75 1.92 -0.77
20 H 2.58 1.82 -1.26
21 H 2.07 2.72 0.19
22 H 3.51 -0.51 -0.96
23 H 2.71 -1.72 0.12
24 H 4.00 -0.41 0.62

Record 2
This record from the OMol25 dataset describes a 2-piece molecular cluster, C6H16S2 overall. The level of theory is the ωB97M-V functional and the def2-TZVPD basis.

Results
E_tot: -1034.54499 hartree
Orbital gap: 9.12 eV
SMILES: CCSC.CCSC
ΔE to the lowest compared entry with this formula, charge and spin: 19.54 kcal per mole
LUMO level: 0.744 eV

Atoms and positions in Å:
1 C -4.29 0.01 -5.63
2 C -3.09 0.77 -4.95
3 S -3.79 2.09 -3.87
4 C -4.04 1.32 -2.29
5 H -4.01 -0.94 -6.12
6 H -4.77 0.66 -6.39
7 H -5.02 -0.19 -4.84
8 H -2.46 1.24 -5.72
9 H -2.44 0.17 -4.29
10 H -4.91 1.79 -1.81
11 H -3.15 1.49 -1.66
12 H -4.21 0.24 -2.37
13 C 4.09 4.37 1.80
14 C 2.65 4.68 1.41
15 S 1.64 3.23 1.04
16 C 1.95 3.03 -0.74
17 H 4.64 3.77 1.06
18 H 4.07 3.82 2.76
19 H 4.62 5.33 1.95
20 H 2.74 5.28 0.48
21 H 2.26 5.36 2.20
22 H 1.02 2.60 -1.15
23 H 2.80 2.38 -1.02
24 H 2.10 4.02 -1.21

Record 3
This record from the OMol25 dataset describes C6H17AlF4N3O10S4 as an isolated structure. The level of theory is the ωB97M-V functional and the def2-TZVPD basis.

Results
E_tot: -3389.38668 hartree
Orbital gap: 2.87 eV
Charge: +1
LUMO level: -10.806 eV

Atoms and positions in Å:
1 Al 1.31 0.47 -0.66
2 N 2.59 -1.02 1.42
3 S 3.53 -0.49 2.53
4 O 4.82 -0.04 2.13
5 O 3.36 -1.01 3.93
6 F 2.68 0.91 2.62
7 S 3.30 -2.57 1.46
8 O 2.61 -3.51 2.33
9 O 4.69 -2.66 1.15
10 F 2.62 -2.98 0.01
11 N 0.40 -0.49 -3.11
12 S -0.08 -0.01 -4.39
13 O -1.48 0.52 -4.36
14 O 0.42 -0.36 -5.70
15 F 0.76 1.34 -4.34
16 S 0.09 -2.12 -3.49
17 O 1.09 -2.74 -4.35
18 O -1.31 -2.54 -3.57
19 F 0.52 -2.59 -1.96
20 C -2.06 4.33 -0.20
21 C -1.00 3.23 0.04
22 C -1.26 2.44 1.35
23 O -0.30 1.37 1.56
24 C -0.45 0.61 2.73
25 N -1.00 2.44 -1.16
26 H -3.08 3.93 -0.17
27 H -2.05 4.62 -1.25
28 H -1.82 5.22 0.38
29 H -0.02 3.68 0.19
30 H -2.23 1.96 1.18
31 H -1.48 2.98 2.28
32 H -1.16 -0.22 2.68
33 H -0.73 1.32 3.50
34 H 0.50 0.13 2.97
35 H -0.62 2.88 -1.99
36 H -1.96 2.36 -1.46
37 C -0.74 -2.92 1.34
38 C -1.55 -2.35 0.14
39 O -1.13 -1.04 -0.18
40 H -0.85 -3.99 1.53
41 H -1.04 -2.44 2.27
42 H 0.33 -2.70 1.35
43 H -2.59 -2.19 0.42
44 H -1.70 -3.13 -0.61
45 H -1.90 -0.60 -0.55

Record 4
This record from the OMol25 dataset describes a 3-piece molecular cluster, C6H17BO10PS3 overall. The level of theory is the ωB97M-V functional and the def2-TZVPD basis.

Results
E_tot: -2551.76163 hartree
Orbital gap: 9.39 eV
Charge: +1
LUMO level: -3.997 eV

Atoms and positions in Å:
1 C -2.97 1.37 -1.27
2 P -1.17 1.02 -1.75
3 C -1.24 0.93 -3.63
4 S -0.83 -0.95 -0.92
5 B 1.00 -1.38 -0.85
6 O 1.92 -0.65 -0.08
7 O 1.42 -2.51 -1.60
8 H -3.04 2.43 -0.97
9 H -3.27 0.78 -0.37
10 H -3.65 1.17 -2.13
11 H -0.24 1.15 -4.04
12 H -1.63 -0.06 -3.97
13 H -1.94 1.73 -3.99
14 H -1.39 -1.83 -1.85
15 H 1.51 -0.64 0.81
16 H 0.71 -3.16 -1.44
17 C -0.27 4.20 0.98
18 C 0.02 5.69 0.96
19 O -0.51 6.15 -0.29
20 S -1.80 5.27 -0.68
21 O -2.97 5.98 -0.29
22 O -1.62 4.75 -2.00
23 O -1.56 4.07 0.38
24 H 0.45 3.65 0.38
25 H -0.28 3.80 1.99
26 H 1.08 5.91 1.03
27 H -0.52 6.21 1.76
28 C 2.80 -5.15 1.29
29 C 2.99 -5.23 2.80
30 O 1.88 -4.50 3.35
31 S 0.60 -4.68 2.38
32 O -0.23 -5.71 2.91
33 O 0.09 -3.38 2.06
34 O 1.38 -5.26 1.09
35 H 3.12 -4.19 0.90
36 H 3.32 -5.95 0.77
37 H 3.93 -4.79 3.12
38 H 2.92 -6.26 3.15

Record 5
This record from the OMol25 dataset describes a 3-piece molecular cluster, C6H17BrNO3 overall. The level of theory is the ωB97M-V functional and the def2-TZVPD basis.

Results
E_tot: -3093.37120 hartree
Orbital gap: 7.89 eV
Charge: -1
ΔE to the lowest compared entry with this formula, charge and spin: 0.00 kcal per mole
LUMO level: 3.024 eV

Atoms and positions in Å:
1 Br -1.52 0.87 1.43
2 C 1.13 -2.51 -0.49
3 C 0.68 -1.47 -1.52
4 C 1.02 -1.96 -2.91
5 O 0.74 -0.98 -3.88
6 C 0.96 -1.42 -5.19
7 N -0.75 -1.13 -1.41
8 H 0.50 -3.40 -0.48
9 H 1.09 -2.07 0.51
10 H 2.17 -2.81 -0.65
11 H 1.22 -0.55 -1.31
12 H 0.42 -2.86 -3.13
13 H 2.08 -2.23 -2.95
14 H 0.74 -2.48 -5.31
15 H 2.01 -1.25 -5.50
16 H 0.33 -0.84 -5.87
17 H -0.85 -0.49 -0.61
18 H -1.26 -1.95 -1.11
19 C -0.64 3.62 3.77
20 C -1.44 2.83 4.81
21 O -2.62 2.25 4.32
22 O 0.42 2.88 3.19
23 H -0.19 4.50 4.24
24 H -1.33 3.97 2.99
25 H -1.73 3.49 5.64
26 H -0.76 2.08 5.24
27 H -2.39 1.75 3.50
28 H -0.01 2.16 2.67